Here is C57H45Cl2N7O2PRh as an isolated structure from the Open Molecules 2025 dataset. Energies are from ωB97M-V/def2-TZVPD.

- HOMO-LUMO gap (spin up / spin down) (eV) = 4.37 / 3.45
- E_HOMO (spin up / spin down) (eV) = -9.55 / -12.27
- total charge = +2
- E_tot (eV) = -111687.5087
- multiplicity = 5
- ⟨S²⟩ = 6.0921
- max |F| (eV Å⁻¹) = 4.08

Each line ends with the Mulliken charge.
Geometry (Å):
H  1.84802  -6.25008  17.43456  0.450
C  -6.15475  -11.61365  24.45230  -1.001
Rh  -2.12228  -10.37089  21.08309  0.878
C  -1.98210  -5.43096  21.86413  -0.650
C  -7.72764  -10.67085  21.80913  -0.136
C  -1.93620  -7.48182  24.25873  0.598
C  -2.37940  -13.05037  17.47628  -0.331
C  -1.77598  -6.25109  25.06098  0.454
C  -4.58935  -9.88272  17.39649  -0.638
C  1.44152  -16.63237  20.44382  -0.822
H  -2.54749  -8.91337  19.10191  0.146
C  -9.82593  -11.29234  20.71280  -0.798
C  -5.43899  -8.76333  17.10766  -0.464
H  -3.60402  -16.16291  18.29746  0.360
C  -0.04394  -15.42168  21.95054  0.503
H  -3.46107  -8.79415  26.49938  0.397
C  -0.68892  -14.01681  24.61251  -1.211
C  -1.07889  -4.30421  27.07813  -0.569
C  0.72240  -10.66962  21.25771  -0.660
H  2.68878  -11.35007  21.81036  0.518
H  0.14816  -7.90417  20.99058  1.042
C  1.78788  -9.22853  19.21124  0.806
C  -6.46810  -8.50724  18.09210  -1.167
H  -0.69437  -3.60017  27.82439  0.414
N  -2.17470  -9.03781  22.66873  1.398
C  -0.55114  -7.11089  20.82615  -0.483
C  -0.66510  -6.48948  19.56300  -0.095
C  -2.06915  -4.76057  20.60909  -0.987
C  -1.39287  -5.27511  19.51502  -0.415
H  -11.56752  -10.45051  21.44237  0.357
H  -1.54211  -4.74111  18.57800  0.509
O  -1.51742  -9.05622  17.85531  -0.677
C  -1.48540  -6.71976  21.82083  -0.317
H  -3.88583  -8.63338  20.10606  -0.083
Cl  3.97865  -7.80413  18.18374  -0.210
H  -1.37290  -11.70916  18.79088  0.799
C  -2.29145  -14.94601  19.52716  -0.615
H  -3.40378  -14.64631  16.37616  0.393
H  -7.87931  -11.82551  19.98712  0.423
C  -0.95857  -14.30464  22.07710  0.972
C  -0.72070  -5.35977  24.90737  -0.230
H  -3.49783  -6.59748  26.43664  0.494
C  0.42232  -9.45826  19.28032  0.057
N  -5.57379  -11.26602  23.17407  0.576
C  -4.22096  -11.27721  22.84785  -0.809
H  -6.37567  -10.73369  25.01697  0.392
H  -2.29647  -15.66520  20.35545  0.400
C  -1.84651  -7.69103  22.88614  -0.235
C  -2.63153  -6.00095  26.21116  -0.828
H  -0.00815  -5.45750  24.10860  0.427
C  -0.49449  -8.62807  18.40760  -1.312
C  1.58925  -17.63715  21.41813  -0.484
C  0.91854  -17.53401  22.60616  -0.816
O  -2.89311  -8.66454  20.04699  0.214
H  0.26150  -11.11482  22.11663  0.460
C  -9.83872  -10.02355  22.73596  -0.990
C  -8.44285  -11.36054  20.78971  -0.051
H  -10.46622  -11.84491  20.01665  0.392
H  -2.31388  -10.08799  26.43231  0.424
H  -2.94172  -4.88056  27.96018  0.426
N  -4.01909  -10.87458  21.58896  1.153
C  -2.89892  -14.36759  17.31197  -0.558
C  -2.40749  -9.66558  23.83643  -0.390
N  -0.09443  -10.14595  20.30142  1.204
H  0.34378  -14.32905  24.50145  0.532
C  -1.42192  -13.44901  21.06249  -1.031
H  0.55113  -3.84280  25.75604  0.406
C  -2.92268  -15.27562  18.35316  -1.082
H  -7.23856  -7.78818  17.89863  0.520
C  -8.45777  -9.87275  22.71962  -0.167
P  -2.85596  -11.40254  24.04091  -0.518
C  2.25461  -8.04369  18.49182  0.582
H  -0.65352  -6.71637  17.51968  1.022
C  -2.23465  -5.07333  27.17788  -0.613
H  -10.50517  -9.59896  23.45010  0.401
H  -4.04659  -11.54228  18.56322  0.227
H  1.05857  -18.24523  23.36750  0.449
H  2.17757  -18.49575  21.20604  0.439
C  -5.46801  -10.21256  19.59387  -0.470
C  1.39751  -7.03435  18.06510  -1.032
C  -1.76273  -13.67299  19.68289  0.920
H  -1.22466  -14.83297  25.14387  0.335
C  -4.66653  -10.64674  18.51325  0.434
H  -7.16315  -8.89859  20.06489  0.522
H  -7.02634  -12.24242  24.46731  0.330
C  2.10053  -10.75083  21.10639  -1.219
N  -2.17374  -8.77931  24.87168  0.320
Cl  -4.33126  -7.01086  16.98937  -0.234
C  2.64487  -10.03039  20.00711  -1.112
H  -0.35277  -16.34477  23.86417  0.472
H  -2.74301  -3.88463  20.49499  0.399
C  -6.45143  -9.21453  19.31795  -0.225
C  -0.09310  -7.12621  18.33407  0.294
H  -0.84636  -13.16121  25.28885  0.362
H  -5.70858  -8.61962  16.07561  0.620
C  -5.29899  -10.70641  20.98611  -0.551
H  3.74873  -10.02598  19.91728  0.388
H  -2.42544  -12.32986  16.64185  0.468
H  0.43113  -14.74328  19.93066  0.521
C  0.13381  -16.42593  22.91422  -0.481
H  -5.40854  -12.14615  25.03231  0.403
C  -6.23786  -10.83410  21.99955  0.607
H  -2.49309  -5.00552  22.74223  0.535
H  -3.76606  -9.96867  16.69351  0.353
C  0.67542  -15.50916  20.68890  -0.339
C  -1.81833  -12.71703  18.68851  -0.809
C  -1.87400  -12.47982  23.01125  -0.687
H  1.92029  -16.78496  19.49004  0.426
C  -10.49746  -10.59456  21.67681  -0.191
C  -0.34554  -4.45031  25.88097  -0.613
N  -1.94203  -12.29932  21.68558  1.173
N  -1.28184  -13.67400  23.32574  0.077
H  -1.73510  -8.50647  26.91604  0.356
H  -7.94656  -9.18644  23.36162  0.583
C  -2.42291  -9.02925  26.26147  -1.106